Entry 1:
# C8H18N2O2

A 2-piece molecular cluster, C8H18N2O2 overall (wB97M-V/def2-TZVPD, OMol25).

structure (SMILES)	CC[C@@H](C)/[N+]([O-])=N\O.C=CCC
orbital gap	9.74	eV
HOMO level	-9.23	eV
energy	-575.38085	Ha

Last column: natural (NBO) charge in e.
Element x y z (Å)
O -0.392 1.681 -0.291  -0.583
C -2.903 0.443 -0.169  -0.418
H 4.766 0.242 -1.595  0.220
H -2.753 -2.184 -0.951  0.227
N -0.191 0.873 -1.392  0.036
C -1.719 -0.471 -0.211  -0.124
H 4.486 -0.618 0.724  0.214
H -4.613 1.146 1.000  0.222
H -1.126 -0.174 0.725  0.235
H 1.608 -0.668 2.116  0.185
H 0.023 2.569 -0.327  0.512
H 2.182 -0.035 -0.915  0.203
H -1.381 -2.728 -0.010  0.222
H 3.864 0.892 1.348  0.211
H -4.501 -0.586 0.898  0.207
C 4.632 0.846 -0.693  -0.607
H -3.336 0.389 1.939  0.203
O -0.950 -1.020 -2.332  -0.459
H 0.534 -1.067 0.769  0.193
H 5.691 1.090 -0.471  0.207
C 2.486 -0.166 0.222  -0.162
C 3.912 0.249 0.512  -0.454
H -2.906 -1.898 0.740  0.216
H 4.161 1.793 -0.754  0.203
H -3.556 0.355 -1.121  0.203
C 1.560 -0.709 1.023  -0.419
N -0.914 -0.158 -1.425  0.294
C -3.897 0.332 0.993  -0.612
C -2.242 -1.924 -0.089  -0.608
H -2.524 1.506 -0.262  0.231


Entry 2:
# C3H3CaO2

C3H3CaO2 as an isolated structure (wB97M-V/def2-TZVPD, OMol25).

orbital gap (alpha / beta)	6.85 / 6.86	eV
HOMO level (alpha / beta)	-12.20 / -12.20	eV
energy	-943.90261	Ha
net charge	+1

Last column: natural (NBO) charge in e.
Element x y z (Å)
O -1.152 -0.734 -1.509  -0.385
H 3.182 -1.043 -0.479  0.180
H 1.776 1.690 -0.399  0.192
H 3.891 0.615 -0.930  0.199
Ca 1.081 0.070 1.989  1.794
C 3.038 0.043 -0.549  -0.374
C 1.890 0.624 -0.158  -0.941
O -0.493 -0.607 0.691  -0.759
C -0.562 -0.575 -0.517  1.093


Entry 3:
# C4H6N4

C4H6N4 as an isolated structure (wB97M-V/def2-TZVPD, OMol25).

orbital gap	8.51	eV
HOMO level	-8.01	eV
energy	-374.81607	Ha

Last column: natural (NBO) charge in e.
Element x y z (Å)
H 0.377 0.977 -2.038  0.224
C 1.997 -0.179 -0.593  -0.234
H 2.594 -0.203 -1.493  0.221
C 0.794 1.041 -0.770  -0.367
C -1.367 -0.449 0.432  0.279
N -1.117 -1.753 0.396  -0.281
H 2.740 0.183 0.373  0.236
H -2.207 1.030 1.662  0.381
H 1.063 2.060 -0.181  0.220
N 0.158 -1.923 -0.065  -0.066
H -3.009 -0.307 1.817  0.398
C -0.239 0.200 -0.222  -0.038
N -2.402 0.137 1.173  -0.838
N 0.619 -0.813 -0.490  -0.135


Entry 4:
# C25H13BrF4NO5PRu

C25H13BrF4NO5PRu as an isolated structure (wB97M-V/def2-TZVPD, OMol25).

orbital gap (alpha / beta)	8.16 / 7.75	eV
HOMO level (alpha / beta)	-12.63 / -12.57	eV
spin multiplicity	2
energy	-4800.98612	Ha
net charge	+1

Last column: natural (NBO) charge in e.
Element x y z (Å)
H 4.231 1.745 -4.158  0.233
C -2.999 -0.166 1.055  0.129
H 0.584 3.759 1.882  0.236
C 0.446 2.688 1.945  -0.217
F 0.830 -5.423 -1.727  -0.270
P 0.431 -0.446 -0.615  1.425
C -3.518 2.427 0.295  -0.240
C 2.618 -3.637 0.839  0.336
C -3.988 1.942 1.525  0.390
C 0.720 -3.159 -1.098  -0.097
F 2.608 -1.378 1.401  -0.286
C -0.043 0.716 3.242  -0.191
C 2.826 0.677 -1.278  -0.182
C 0.585 1.909 0.804  -0.128
O -1.577 0.803 -2.363  -0.694
O -2.742 -2.144 2.351  -0.538
O -4.673 2.795 2.286  -0.613
C 0.411 0.529 0.892  -0.457
C 0.137 2.093 3.158  -0.172
C -2.523 -1.587 1.312  0.748
C 3.483 1.339 -3.489  -0.157
F 2.655 -5.890 0.209  -0.253
N -2.586 0.315 -0.117  -0.423
C 1.128 -2.097 -0.291  -0.459
O -2.259 2.950 -2.365  -0.528
C 1.225 -4.429 -0.944  0.319
H -3.704 3.446 -0.016  0.276
H -4.984 2.379 3.099  0.501
Ru -1.630 -0.907 -1.295  0.751
C -2.815 1.569 -0.508  0.124
Br -0.514 -2.896 -2.528  0.302
C 3.778 1.191 -2.138  -0.201
C 2.107 -2.359 0.652  0.357
F 3.536 -3.860 1.761  -0.264
H 3.056 0.566 -0.225  0.230
C 1.568 0.314 -1.776  -0.466
O -1.815 -2.075 0.302  -0.692
H -0.278 0.253 4.191  0.236
C -3.723 0.621 1.914  -0.273
H 2.021 1.088 -5.034  0.234
C 2.243 0.970 -3.982  -0.219
H -0.057 -1.141 2.177  0.235
H 0.311 0.171 -3.507  0.229
H 0.825 2.375 -0.143  0.231
C 0.083 -0.068 2.110  -0.189
H 0.039 2.703 4.047  0.233
C -2.206 1.860 -1.873  0.746
C 1.279 0.453 -3.129  -0.095
H -4.047 0.213 2.863  0.262
C 2.171 -4.676 0.044  0.309
H 4.750 1.478 -1.760  0.234


Entry 5:
# C16H33NO2P

An isolated molecule of C16H33NO2P (wB97M-V/def2-TZVPD, OMol25).

orbital gap (alpha / beta)	8.46 / 9.02	eV
HOMO level (alpha / beta)	-7.75 / -8.31	eV
spin multiplicity	2
energy	-1175.95408	Ha

Last column: natural (NBO) charge in e.
Element x y z (Å)
H 0.426 -2.502 -2.904  0.226
C 2.987 1.589 -1.048  -0.618
H -2.054 0.778 -0.967  0.197
H 1.055 -3.403 -1.511  0.203
C -3.862 0.144 1.085  -0.425
C 1.635 -0.818 3.644  -0.610
C 0.530 -0.649 2.589  -0.722
H -5.814 -0.125 0.189  0.162
H 3.839 1.712 -1.719  0.212
H 2.248 -2.462 0.212  0.211
C 0.396 1.487 -1.176  -0.419
C 1.414 -1.298 -1.382  0.110
H 0.436 -1.558 1.995  0.226
C -2.411 -0.303 0.847  -0.401
H -4.519 -1.047 -0.586  0.156
H 2.656 1.889 -3.733  0.226
H -0.357 1.517 -1.968  0.212
H 3.461 -1.746 -0.854  0.223
P 0.905 0.762 1.446  0.800
H 3.251 0.850 -0.300  0.227
C 1.788 2.128 -3.121  -0.598
H -4.095 0.102 2.151  0.221
H 0.426 2.493 -0.742  0.214
H -0.193 -1.724 -0.025  0.217
C -1.616 0.721 0.038  -0.395
H -0.683 -1.010 -1.545  0.214
H 0.545 2.473 3.108  0.239
H 2.824 2.532 -0.526  0.213
H 2.155 -2.793 -2.760  0.227
C 1.248 -2.576 -2.197  -0.603
H -0.172 2.959 1.583  0.232
N 1.785 -0.193 -2.326  0.022
H -5.461 -2.579 0.650  0.471
H 2.648 -0.762 0.372  0.221
C -4.906 -0.705 0.380  -0.054
O -5.209 -1.831 1.203  -0.731
C -0.044 2.115 2.264  -0.946
H -1.774 1.709 0.479  0.204
O 1.531 -0.406 -3.562  -0.411
H -1.910 -0.495 1.795  0.204
C 0.062 -0.940 -0.743  -0.430
H 2.202 0.103 3.792  0.207
H -1.025 1.800 2.626  0.215
H -3.989 1.188 0.784  0.202
H 2.351 -1.584 3.346  0.211
C 1.747 1.238 -1.880  0.097
C -0.107 0.463 -0.135  -0.278
H 1.223 -1.110 4.610  0.212
H -2.419 -1.258 0.316  0.200
H -0.433 -0.496 3.080  0.212
C 2.511 -1.563 -0.349  -0.633
H 1.867 3.166 -2.790  0.205
H 0.900 2.017 -3.736  0.222


Entry 6:
# C49H54KN5O5P

C49H54KN5O5P as an isolated structure (wB97M-V/def2-TZVPD, OMol25).

orbital gap	8.49	eV
HOMO level	-10.21	eV
energy	-3490.75226	Ha
net charge	+1

Last column: Mulliken charge in e.
Element x y z (Å)
H -2.752 0.557 0.360  1.012
H 3.529 1.343 4.081  0.348
H 0.877 -4.923 0.407  0.338
C -4.718 -2.111 -2.298  -0.368
C -1.360 3.693 -4.591  -0.643
C 4.636 1.262 0.779  -0.679
H 1.017 4.311 -1.623  0.490
H -2.625 -2.403 -2.618  0.330
H 1.800 0.630 6.842  0.513
C 4.719 1.518 2.284  -0.932
H 4.978 3.826 -0.055  0.573
C -3.411 -1.679 -2.440  -0.789
C -0.913 -3.178 3.363  -0.869
C -2.644 2.879 3.372  1.440
C -1.742 1.829 3.165  -0.353
H -3.903 1.651 -2.109  0.610
H 0.049 -4.314 -1.888  0.462
H 5.143 0.593 -3.455  0.218
C 4.118 -1.703 -1.556  -0.459
C -1.894 -2.077 3.009  -0.491
C -0.746 1.537 4.175  -0.062
H 1.557 -0.668 4.730  0.450
H -4.451 2.361 0.551  0.630
C -0.121 -1.909 -6.440  -0.773
H -6.212 0.883 -1.826  0.469
H 5.617 1.414 0.325  0.638
C 3.047 4.260 -0.885  -1.001
H -0.820 -3.240 4.457  0.433
H 0.805 -4.853 2.549  0.384
H 2.682 0.760 -2.946  0.658
O 0.328 -2.864 2.767  0.397
C -0.693 2.340 5.321  1.393
N 2.419 1.663 -0.110  0.725
C 1.785 3.740 -1.127  -0.417
C -2.732 1.233 1.206  -1.367
C -1.775 -0.737 -5.148  -0.482
H -1.108 -4.329 0.783  0.230
C 2.410 -3.538 1.867  -0.462
H -3.291 -3.367 1.354  0.482
H 0.557 2.002 -0.876  0.202
H -2.140 -4.273 -0.661  0.469
C 3.480 1.052 3.025  -0.479
C -1.389 -1.349 -6.327  -0.704
C -1.606 3.441 5.482  -0.966
H 0.328 2.612 7.197  0.439
C -1.626 4.616 -3.591  -0.779
H 3.104 -4.383 1.775  0.393
H 4.339 0.227 0.595  -0.260
H -2.890 -2.344 3.382  0.432
N 2.969 -0.989 -1.783  0.413
C 1.067 0.924 6.107  -0.946
H 6.203 -1.403 -2.284  0.407
C -5.734 -1.191 -2.066  -0.764
H 0.978 -2.800 -1.785  -0.648
H -2.767 -0.307 -5.067  0.521
O -0.637 -2.845 -0.585  0.742
H -2.076 -1.391 -7.160  0.442
H -1.253 -4.159 3.002  0.405
H -1.084 1.632 -5.092  0.374
C -1.790 4.181 -2.282  -0.739
C 0.757 -1.853 -5.370  -0.733
H -3.152 -2.179 0.044  -0.236
C 3.633 2.162 0.114  0.437
C 1.388 -4.175 -0.207  -1.016
H -1.226 4.022 -5.611  0.442
C -1.687 2.833 -1.986  -0.170
O -1.940 -1.805 1.619  0.180
H 3.300 5.267 -1.189  0.429
C 5.167 -1.141 -2.216  -0.918
C -2.585 -2.751 0.785  -0.453
C -4.117 0.589 -2.144  -0.431
H 1.052 -1.203 -3.349  0.161
H 0.178 -2.387 -7.362  0.413
C 3.324 -0.013 -2.573  -0.848
C -2.546 3.695 4.552  -1.089
C -1.279 2.340 -4.294  -0.999
H 4.853 2.587 2.474  0.443
C 3.980 3.461 -0.254  -0.683
C -0.897 -0.675 -4.065  -0.390
C 0.925 0.188 4.921  -0.577
C -1.448 1.892 -2.989  0.658
C 1.529 2.446 -0.709  -0.369
H 5.600 1.019 2.700  0.388
C -5.428 0.158 -1.990  -0.587
C -3.637 3.084 2.400  -1.150
H -1.531 4.045 6.374  0.431
H -3.246 4.509 4.678  0.440
C 0.435 -3.547 -1.206  -0.051
K 0.370 -1.073 0.831  0.108
N 4.643 -0.055 -2.868  -0.011
N 0.060 0.478 3.979  0.382
H -1.576 -1.140 3.471  -0.102
H -6.756 -1.524 -1.957  0.388
O 3.295 -0.354 2.915  -0.228
H -4.349 3.889 2.528  0.439
H -1.702 5.666 -3.829  0.402
O 1.921 -3.139 0.599  0.521
P -1.319 0.137 -2.487  2.627
C -3.094 -0.322 -2.365  0.062
H 1.744 -2.289 -5.448  0.498
H 2.192 -4.689 -0.752  0.542
H -4.947 -3.164 -2.375  0.470
H 4.092 -0.777 3.259  0.258
C -3.694 2.251 1.313  -0.809
H 4.120 -2.567 -0.922  0.430
H -1.790 2.510 -0.954  0.087
N -1.778 1.040 2.084  0.713
H 2.950 -2.673 2.245  -0.205
H 2.579 1.493 2.598  0.229
C 1.282 -3.900 2.821  -0.905
H 1.688 -4.014 3.836  0.420
C 0.255 2.010 6.301  -0.911
C -1.597 -3.657 0.071  -0.623
C 0.366 -1.239 -4.186  -0.020
H -1.989 4.890 -1.491  0.483